Density functional theory data (the ωB97M-V functional and the def2-TZVPD basis) for a cluster of 7 separate species, C30H72Cl6N4 in total in a non-equilibrium geometry.

Geometry as XYZ:
```
112
C30H72Cl6N4 (the ωB97M-V functional and the def2-TZVPD basis)
H -2.844 -1.869 -4.374
H 3.053 -3.732 2.140
H 1.169 -1.113 4.836
Cl -3.607 -6.191 -0.388
H -5.087 -2.088 -0.420
C 4.943 0.346 -2.363
H 1.235 -5.210 6.533
H 2.489 -1.843 -2.814
H 0.148 6.855 4.316
H 1.979 -3.955 0.860
H -0.920 -0.817 4.038
Cl 2.181 -7.801 1.025
H 1.978 4.630 1.867
H 0.416 -3.034 6.069
H -7.161 -0.213 -3.118
Cl 5.651 -0.413 -3.872
H -5.083 1.284 -1.645
H 1.315 4.846 0.592
H -4.367 -3.890 0.224
H 3.091 6.937 2.118
H -4.537 -1.813 -4.303
C 0.308 0.165 -4.314
C 1.096 7.297 4.144
H 0.541 7.241 -0.226
H 0.920 -7.249 -1.603
H -4.467 0.427 0.578
H 3.878 -7.352 -0.739
C 0.915 9.213 0.213
C 0.560 -3.777 5.215
C 1.853 -6.775 -1.410
C -6.913 0.645 -2.546
Cl -0.777 -4.397 -0.343
Cl 2.760 -6.308 -3.030
H 0.089 9.549 -0.390
H -2.235 -2.834 0.467
C -3.414 -1.032 -2.550
H 1.344 -5.552 4.872
C 0.705 -1.617 4.098
H -3.018 -1.968 -2.067
C -4.046 -0.444 0.087
C -3.542 -4.449 -0.416
H 5.576 0.483 -1.571
H -3.490 -0.400 -4.509
N 1.101 -2.994 4.083
N 0.574 -0.075 -1.895
H 1.406 -4.873 3.075
H -0.485 8.135 0.840
C -2.372 -3.966 0.419
H 1.841 -2.292 1.272
H -2.727 -0.198 -2.470
C 1.020 -3.860 2.826
H -7.217 1.638 -3.109
H -0.255 -4.269 5.000
H 2.708 7.182 0.592
N -4.844 -0.731 -2.114
H -0.905 1.786 -1.064
C 2.056 -3.349 1.731
N 1.058 7.248 1.679
H 1.435 -1.081 3.500
H -5.007 0.708 -3.451
H 2.717 -8.622 -0.952
C -5.463 0.548 -2.487
H 0.718 0.623 -5.330
H -7.256 0.459 -1.659
H 2.511 -4.423 5.678
H 3.911 -0.188 -2.235
H 4.234 1.809 -3.573
C 0.597 7.926 0.529
H -2.975 -0.107 0.012
H -0.757 0.431 -3.971
H 0.401 -1.799 -0.705
Cl 3.892 2.504 -1.219
H 2.311 8.560 2.845
C -3.604 -1.397 -3.978
H 3.139 4.653 0.543
H -0.761 -1.838 2.633
H 0.156 -0.868 -4.650
H 1.629 -5.876 -0.842
H 2.233 0.149 -3.168
C 2.824 -7.640 -0.641
H 0.026 -3.742 2.492
H 0.973 1.564 -3.152
C 2.348 6.594 1.316
C 1.233 8.064 2.772
C -0.260 -1.179 3.298
H 1.650 -3.199 -2.178
H 1.645 9.338 -0.479
H 1.296 7.885 4.935
C -4.993 -0.878 -0.714
H -0.037 -2.028 -2.311
H 0.385 0.142 0.177
H -0.097 2.350 0.238
H 0.089 -0.181 3.086
C 2.282 5.095 0.975
H 0.430 8.706 2.725
C 1.475 -4.859 5.540
C 0.780 0.639 -0.683
H -3.604 -4.299 -1.413
C 0.050 1.974 -0.736
H 2.474 -2.339 -1.390
C 4.637 1.794 -2.674
H 1.930 0.948 -0.709
H 1.329 9.973 0.849
H -5.996 -0.728 -0.227
H 0.411 2.499 -1.535
H -4.014 -1.001 0.950
C 1.806 -2.272 -2.182
H 1.993 6.405 4.061
C 0.778 -1.509 -1.678
C 1.232 0.523 -3.097
H -2.224 -4.290 1.514
H 5.398 2.285 -2.789
```

Calculated values
Structure (SMILES) ... CCN(CC)CC.CCN(CC)CC.CCN(CC)CC.CCN(CC)CC.ClCCCl.ClCCCl.ClCCCl
Relative energy (zero: lowest compared OMol25 entry of this formula, charge and spin) ... 91.0 kcal per mole
F_max ... 0.2206 hartree/bohr

***

Density functional theory data (the ωB97M-V functional and the def2-TZVPD basis) for a cluster of 9 separate species, C30H72F4NO10 in total in a non-equilibrium geometry.

Geometry as XYZ:
```
117
C30H72F4NO10 (the ωB97M-V functional and the def2-TZVPD basis)
F -4.840 0.125 1.251
H 3.285 1.224 -6.825
H 0.653 -1.154 -5.757
C 4.148 -1.710 -8.446
H -3.664 9.129 4.116
C -3.914 5.687 4.438
H 3.238 4.761 -2.374
O -1.966 7.083 4.314
C -0.730 -7.704 -5.589
C -2.173 -6.012 5.169
C 4.914 4.102 -1.176
C -0.911 -2.101 0.808
H -1.641 -4.678 3.569
H 1.275 -3.619 -5.376
F -3.518 -0.418 2.838
H 3.783 -1.510 -5.896
H 5.940 4.418 -0.979
H 0.123 -0.172 -4.381
C -0.655 4.710 1.980
H -1.978 3.137 6.736
H -3.369 7.017 2.847
C 0.718 -3.580 -4.437
H -1.713 0.551 6.648
H 3.659 -2.674 -8.588
H -3.314 -3.490 5.014
H -1.660 4.067 5.276
C -2.859 0.865 -0.339
H -3.236 -6.072 4.927
H -4.961 5.566 4.155
H 1.758 -1.881 -3.629
H -0.367 -7.833 -3.046
F -4.157 -1.897 1.415
H -1.249 -0.198 5.125
H -1.350 1.988 3.969
H -1.923 7.069 5.275
H -1.213 -6.727 -5.619
H 4.149 1.062 -8.364
O -0.165 -4.690 4.958
C -2.532 -0.277 0.683
H -0.729 5.255 2.924
H 1.878 5.321 2.981
H -3.345 4.858 4.029
C 1.233 -8.996 -4.691
H 2.764 4.157 1.984
C -1.818 0.624 5.560
C -4.101 8.200 4.483
O 2.957 -1.376 -6.371
C -3.771 -0.612 1.521
H 1.907 5.488 1.216
H -5.152 8.169 4.190
C -1.285 1.954 5.058
H 0.675 3.833 -0.031
H -0.075 -4.719 5.915
H -2.869 0.492 5.300
C 3.930 0.572 -7.414
C -2.250 -3.502 5.255
C -3.341 7.000 3.937
C 4.908 2.661 -1.666
H 4.374 -1.286 -9.426
H 0.396 -0.366 2.362
O -3.060 1.984 0.206
H -0.521 -8.022 -6.612
O 0.235 -7.193 -3.439
H -0.885 -2.401 -2.783
H -0.919 -3.139 0.484
C -1.561 -4.716 4.656
H -0.308 -3.911 -4.625
N -1.934 -1.439 0.050
H -3.115 3.060 5.375
H 5.360 2.004 -0.923
H 1.975 -0.443 1.605
C 1.865 4.768 2.040
C 0.475 -1.538 0.495
H -3.839 5.631 5.528
O 4.221 4.198 0.064
O 0.029 -2.151 -2.614
H 1.227 -2.318 0.438
H 2.138 -8.933 -4.087
H -1.443 -8.406 -5.147
H 4.813 5.001 -3.152
H -1.808 0.155 1.357
H -1.667 -6.874 4.732
C 0.628 3.895 1.914
H -0.697 5.434 1.160
O 0.103 2.078 5.386
H -1.524 4.057 1.876
C 0.542 -7.642 -4.757
H 0.178 2.050 6.344
F -1.166 -2.104 2.177
H 5.458 2.558 -2.604
H 4.289 6.064 -1.833
H -0.934 -1.422 -5.013
H -2.141 -3.497 6.345
C 3.264 -0.779 -7.629
C 0.113 -1.173 -4.813
H -2.061 -6.085 6.255
C 0.730 -2.175 -3.852
H 0.579 -9.736 -4.220
H 0.402 -1.132 -0.499
C 4.282 5.036 -2.199
H -4.046 8.223 5.576
H 3.307 3.923 -0.083
H -2.622 -2.086 -0.296
O -2.867 0.579 -1.551
C 0.912 -0.370 1.407
H 5.091 -1.898 -7.924
H 3.884 2.315 -1.824
H 4.865 0.454 -6.860
H 0.627 3.149 2.710
H -1.801 -2.585 4.878
O 0.680 3.182 0.678
H 0.653 0.554 0.906
H 1.221 -6.904 -5.186
C -2.061 3.122 5.643
H 2.311 -0.639 -8.140
H 1.501 -9.355 -5.686
H 1.159 -4.293 -3.737
```

Calculated values
Charge ... -1
F_max ... 0.0323 hartree/bohr

***

Density functional theory data (the ωB97M-V functional and the def2-TZVPD basis) for a cluster of 8 separate species, C30H72N8O6 in total in a non-equilibrium geometry.

Geometry as XYZ:
```
116
C30H72N8O6 (the ωB97M-V functional and the def2-TZVPD basis)
H 3.473 2.890 3.401
C 4.085 4.634 -1.452
H 3.203 6.446 -0.591
H 1.984 3.577 2.951
H -1.474 -5.631 3.141
C -4.289 -2.237 -1.011
C -0.517 -4.226 -1.298
H 0.382 -3.909 -0.765
H -0.776 -4.039 6.528
H 0.356 -4.305 3.709
C -3.832 -1.723 -2.362
H -6.255 -2.954 0.966
H 4.797 5.914 0.051
H 4.509 3.751 1.347
C 4.485 3.512 -5.306
O -0.791 -5.859 -3.057
H -2.812 -1.341 -2.326
H 0.278 -2.761 4.471
C -2.427 -2.695 4.555
H 3.173 0.533 -0.634
C 2.635 -1.305 -1.613
C -5.872 -1.936 0.885
H -6.682 -1.287 1.214
H -2.582 -5.441 4.364
H -3.883 -2.596 -3.012
H -4.986 -1.783 1.501
H 0.481 -7.353 -2.069
H -2.895 4.760 -0.733
C -4.581 2.888 1.357
C 1.706 5.636 1.088
N -1.551 -3.671 3.902
H -2.335 -0.600 -0.108
N -3.674 3.319 0.497
H 5.160 3.081 -7.307
H 1.872 3.232 -4.779
H -0.217 3.353 -1.660
H 1.060 4.853 1.485
N 3.409 -2.261 -2.095
H -4.639 4.632 -0.904
C -2.229 -4.916 3.472
N -0.565 0.380 -0.639
H 2.752 2.467 -3.456
H 2.441 -0.809 0.346
C -0.203 -3.738 4.457
C -3.348 -4.797 2.369
H 4.180 -0.844 -0.201
C -4.212 1.574 2.024
H -2.810 2.802 0.590
H 6.456 3.418 -6.056
C 0.817 6.217 -0.095
H -1.081 -1.660 -0.037
H -6.038 -1.097 -1.011
O 1.549 -1.087 -2.134
C 2.924 3.227 2.521
H 0.523 1.971 -2.230
H -3.204 1.760 2.402
H -3.458 -2.787 4.207
H -4.426 -0.884 -2.725
H 0.081 0.008 -1.322
H -4.086 -5.589 2.502
H 2.077 -6.061 -0.307
H -3.974 -3.906 2.330
H 4.508 3.697 -1.087
N 0.474 -6.562 -1.442
H 2.655 2.456 1.799
H 1.600 -7.705 -0.135
H 3.288 4.268 -2.099
H -0.433 -5.586 5.691
N -5.386 -1.626 -0.453
H 4.794 5.141 -2.107
C 0.389 2.524 -1.296
H 4.285 -2.467 -1.639
N 2.957 4.949 0.685
C 5.456 3.649 -6.424
H 4.131 1.524 -5.608
H 2.173 1.364 -4.740
C -3.823 4.599 -0.184
C -0.310 -5.633 -1.975
C -0.180 -4.529 5.759
C 3.680 4.311 1.783
H -2.867 -4.910 1.398
C 1.196 -6.695 -0.183
O -5.675 3.366 1.582
H 0.952 7.276 -0.317
H -3.941 0.858 1.245
O -1.030 2.217 0.516
H -2.775 -0.494 4.782
H -1.131 -0.475 1.253
C 3.159 -0.537 -0.428
C 2.495 2.379 -4.513
O -3.630 -3.148 -0.513
H 2.581 -2.485 -4.062
H 1.400 2.759 -0.966
H 5.509 4.677 -6.781
H 2.516 -3.958 -3.047
H -0.205 6.198 0.286
H -0.613 -3.418 -2.022
C 3.807 5.594 -0.280
H -1.111 -1.004 4.913
C -0.470 1.666 -0.401
C -2.049 -1.212 4.397
C -1.284 -0.612 0.184
H -2.711 -2.906 5.591
H 0.825 5.612 -1.000
H 4.043 -3.435 -3.728
H 0.832 -6.389 0.798
H -1.365 -4.209 -0.615
H -2.057 -0.936 3.342
N 3.775 2.371 -5.193
H -4.874 1.147 2.773
H 4.058 5.028 2.517
H -3.937 5.325 0.621
H 0.880 -4.509 6.020
C 3.101 -3.078 -3.311
H 1.897 6.323 1.915
O 4.291 4.499 -4.643
```

Calculated values
Structure (SMILES) ... CCN(CC)CC.CCN(CC)CC.CNC(C)=O.CNC(C)=O.CNC(C)=O.CNC(C)=O.CNC(C)=O.CNC(C)=O
Relative energy (zero: lowest compared OMol25 entry of this formula, charge and spin) ... 48.2 kcal per mole
F_max ... 0.0601 hartree/bohr

***

Density functional theory data (the ωB97M-V functional and the def2-TZVPD basis) for a cluster of 5 separate species, C30H73N3 in total in a non-equilibrium geometry.

Geometry as XYZ:
```
106
C30H73N3 (the ωB97M-V functional and the def2-TZVPD basis)
H -164.182 -137.073 -73.810
N -161.529 -136.229 -72.579
C -149.379 -131.039 -73.910
C -160.107 -135.804 -72.413
C -151.884 -134.893 -74.349
C -158.202 -137.112 -80.704
C -157.811 -138.807 -75.329
C -155.787 -136.318 -74.484
H -157.405 -136.779 -80.051
C -163.298 -136.796 -74.327
H -155.980 -134.348 -73.648
C -159.807 -134.311 -72.145
H -155.853 -138.799 -77.741
C -157.584 -138.398 -81.209
H -150.002 -133.732 -73.555
H -156.584 -138.383 -81.548
H -154.217 -139.093 -77.898
H -151.565 -135.760 -73.419
C -159.492 -137.452 -79.806
C -154.989 -138.243 -77.786
H -154.553 -128.332 -79.184
C -150.667 -133.846 -74.469
H -148.259 -129.321 -73.372
H -157.595 -135.391 -74.017
C -155.532 -131.783 -76.560
H -155.011 -138.685 -75.516
H -161.946 -137.962 -78.237
H -157.386 -139.219 -80.347
C -157.515 -137.436 -76.075
C -157.625 -132.768 -78.490
C -148.306 -129.900 -74.158
N -155.907 -131.105 -77.850
H -157.969 -133.312 -79.367
H -148.608 -129.000 -74.779
H -161.720 -135.694 -74.746
H -151.337 -132.752 -76.167
C -159.957 -136.176 -79.142
H -154.180 -133.202 -75.555
H -157.721 -137.574 -77.164
H -156.619 -131.459 -79.900
H -162.578 -136.636 -79.059
H -149.889 -134.454 -74.966
H -156.494 -128.817 -79.052
H -148.905 -132.209 -75.374
H -156.027 -137.071 -73.671
C -156.305 -131.988 -78.988
H -158.390 -136.571 -81.584
H -150.371 -130.400 -73.458
H -156.286 -132.338 -76.110
H -160.948 -136.872 -70.194
C -155.435 -129.195 -79.307
H -147.357 -130.231 -74.290
H -158.080 -138.729 -74.335
H -152.569 -134.259 -73.621
H -162.857 -136.778 -77.261
H -158.724 -139.205 -75.669
C -154.852 -137.727 -76.281
H -154.790 -136.019 -74.366
H -159.798 -136.367 -73.214
C -162.314 -136.073 -71.458
H -149.951 -131.038 -75.847
H -159.209 -135.607 -78.804
H -160.530 -135.624 -79.897
H -153.982 -130.724 -78.773
H -163.669 -136.190 -75.416
H -158.443 -132.162 -78.267
H -162.737 -134.676 -73.582
H -154.437 -129.620 -77.410
H -158.726 -134.055 -72.346
C -150.934 -132.548 -75.088
N -156.096 -136.925 -75.798
H -151.829 -132.116 -74.747
H -148.894 -131.752 -73.167
H -153.530 -132.548 -77.048
H -160.369 -133.623 -72.568
C -160.835 -136.323 -77.839
H -161.966 -138.044 -70.919
H -155.497 -132.627 -79.342
H -160.490 -138.126 -80.274
H -153.969 -137.221 -75.994
H -163.285 -136.386 -71.631
C -156.614 -135.046 -74.345
H -159.834 -134.274 -71.052
H -157.422 -133.440 -77.544
H -158.249 -138.957 -81.688
C -154.857 -130.236 -78.356
H -159.625 -136.355 -71.624
H -154.737 -137.625 -78.572
H -159.117 -137.911 -78.879
H -162.384 -135.135 -70.913
H -162.648 -137.402 -69.706
H -158.206 -136.688 -75.797
H -160.323 -136.918 -77.069
H -155.270 -131.011 -75.816
C -161.872 -137.163 -70.446
C -149.746 -131.712 -75.155
H -152.360 -135.407 -75.154
H -162.572 -137.618 -74.569
H -160.883 -135.319 -77.379
H -155.411 -129.696 -80.327
H -157.074 -139.651 -75.420
H -156.473 -134.353 -75.245
C -154.353 -132.885 -76.574
C -162.116 -136.986 -78.036
H -154.742 -133.775 -77.009
C -162.287 -135.680 -73.751
```

Calculated values
Structure (SMILES) ... CCN(CC)CC.CCN(CC)CC.CCN(CC)CC.CCCCCC.CCCCCC
Relative energy (zero: lowest compared OMol25 entry of this formula, charge and spin) ... 57.9 kcal per mole
F_max ... 0.1444 hartree/bohr

***

Computed total energy (Ha) in order:
-4165.64288; -2392.92188; -2075.71806; -1350.57434
Computed HOMO (Ha) in order:
-0.287; -0.161; -0.289; -0.285